The following is a DFT calculation (ωB97M-V/def2-TZVPD) of a single C6H10O molecule.

```
17
Properties=species:S:1:pos:R:3:forces:R:3
C 2.057 0.319 0.059 0.00 0.03 -0.03
C 0.996 -0.513 -0.658 0.04 -0.01 -0.19
C -0.409 0.015 -0.577 0.03 0.05 -0.27
C -1.541 -0.890 -0.970 -0.03 -0.01 -0.22
C -0.670 1.202 -0.045 0.00 -0.55 0.59
C -0.886 1.419 1.229 0.06 0.09 0.11
O -0.822 0.285 2.057 -0.54 0.09 0.73
H 3.051 -0.096 -0.139 -0.15 0.07 0.04
H 1.896 0.324 1.143 -0.05 -0.01 -0.22
H 2.037 1.358 -0.285 0.03 -0.16 0.03
H 0.990 -1.539 -0.257 -0.07 0.19 -0.15
H 1.230 -0.603 -1.722 0.20 -0.14 -0.06
H -2.496 -0.508 -0.589 0.20 -0.04 -0.15
H -1.604 -0.947 -2.057 -0.13 -0.18 -0.08
H -1.378 -1.907 -0.586 0.05 0.21 -0.14
H -1.068 2.321 1.798 0.01 0.07 -0.23
H -1.354 -0.409 1.638 0.33 0.29 0.22
```
Positions in Å, forces in eV/Å.

net charge	0
highest occupied orbital energy	-8.8	eV
SMILES string	CCC(C)=C=CO
Kohn-Sham gap	9.64	eV

---

The following is a DFT calculation (ωB97M-V/def2-TZVPD) of a molecular structure, C30H30AsBCrF5N6OSSi.

```
77
Properties=species:S:1:pos:R:3:forces:R:3
Cr -1.614 0.019 -0.098 0.48 0.68 0.06
C -5.892 0.096 0.615 -0.02 -0.01 0.03
C -4.768 0.591 -0.039 0.07 0.04 0.02
N -3.666 -0.023 0.393 -0.15 -0.23 -0.07
N -4.064 -0.921 1.326 0.18 0.02 0.02
C -5.391 -0.867 1.471 -0.07 0.00 0.03
B -3.033 -1.891 1.970 -0.05 0.04 -0.07
N -1.910 -1.054 2.609 -0.02 -0.02 -0.17
C -1.454 -0.986 3.864 0.02 0.00 0.09
C -0.411 -0.078 3.908 -0.02 -0.01 0.01
C -0.286 0.378 2.598 -0.03 -0.01 -0.05
N -1.194 -0.217 1.827 0.03 -0.03 0.19
N -2.435 -2.693 0.789 -0.01 0.12 0.07
C -2.493 -3.992 0.478 0.01 -0.06 -0.03
C -1.979 -4.162 -0.796 0.00 -0.04 0.05
C -1.626 -2.879 -1.203 0.03 0.07 0.01
N -1.905 -2.001 -0.239 -0.03 -0.27 -0.11
H -6.916 0.397 0.486 0.01 -0.01 0.01
H -4.709 1.365 -0.786 0.02 -0.01 -0.01
H -5.888 -1.517 2.172 0.01 0.01 0.00
H -3.557 -2.613 2.771 0.02 0.05 -0.04
H -1.901 -1.585 4.640 0.00 0.00 -0.01
H 0.180 0.204 4.761 -0.01 0.00 0.00
H 0.399 1.087 2.159 0.00 0.00 0.00
H -2.892 -4.705 1.180 -0.01 0.01 -0.01
H -1.868 -5.082 -1.344 0.00 0.01 0.00
H -1.164 -2.545 -2.119 0.01 0.00 0.02
C 3.560 3.155 0.607 0.07 0.01 -0.01
As 1.767 3.291 -0.186 -0.05 0.05 0.14
C 1.478 5.187 0.232 -0.01 0.05 -0.03
C 2.393 3.567 -2.023 0.01 0.02 -0.05
S 0.532 -0.106 -0.803 -0.19 -0.10 -0.43
H 4.102 4.095 0.496 0.00 -0.01 -0.01
H 4.113 2.367 0.095 -0.01 -0.01 0.03
H 3.498 2.894 1.663 -0.01 0.01 0.00
H 2.343 5.790 -0.052 -0.01 0.00 0.00
H 1.289 5.306 1.298 0.00 -0.01 0.00
H 0.600 5.542 -0.309 0.00 0.01 0.02
H 3.184 4.319 -2.047 0.00 -0.01 -0.02
H 1.566 3.897 -2.651 0.00 -0.01 0.01
H 2.775 2.627 -2.423 -0.02 0.00 0.00
C 4.594 -0.587 3.261 0.01 0.01 0.00
C 4.760 -0.149 1.953 -0.02 -0.02 0.01
C 3.833 -0.502 0.985 -0.05 0.00 0.01
C 2.721 -1.288 1.300 0.17 -0.05 0.06
C 2.563 -1.703 2.624 0.08 0.04 0.02
C 3.493 -1.358 3.598 -0.05 0.00 -0.04
Si 1.479 -1.819 0.016 -0.21 0.02 0.25
C 2.231 -2.783 -1.394 -0.03 -0.01 -0.13
C 2.000 -4.154 -1.509 0.04 -0.03 0.00
C 2.474 -4.873 -2.600 0.01 0.03 0.05
C 3.197 -4.228 -3.591 -0.01 0.03 0.00
C 3.448 -2.865 -3.489 0.00 -0.03 0.03
C 2.961 -2.150 -2.405 -0.01 -0.03 0.01
H 5.328 -0.330 4.015 -0.02 0.03 0.01
H 5.611 0.467 1.689 0.01 -0.02 0.00
H 3.977 -0.156 -0.034 0.00 -0.01 0.00
H 1.700 -2.299 2.899 0.02 -0.02 -0.01
H 3.356 -1.693 4.619 0.01 0.00 0.00
H 0.547 -2.729 0.731 -0.01 0.02 -0.03
H 1.436 -4.668 -0.738 -0.02 0.01 -0.02
H 2.277 -5.936 -2.675 0.00 0.01 0.00
H 3.558 -4.783 -4.448 0.02 0.00 0.01
H 4.016 -2.359 -4.259 -0.02 0.00 -0.01
H 3.134 -1.080 -2.357 -0.01 0.00 0.00
F -4.211 4.333 -4.243 -0.03 0.01 -0.01
C -3.595 3.750 -3.212 0.01 -0.01 -0.02
C -3.344 4.463 -2.051 0.02 0.01 0.03
F -3.737 5.733 -1.971 0.01 0.02 0.00
C -2.700 3.874 -0.975 -0.02 0.15 0.00
F -2.503 4.593 0.131 0.04 0.01 0.00
C -2.276 2.546 -1.026 0.27 -0.14 0.19
O -1.675 1.931 -0.026 -0.44 -0.25 0.07
C -2.555 1.871 -2.210 0.00 -0.12 -0.05
F -2.208 0.547 -2.225 -0.07 -0.02 -0.06
C -3.202 2.425 -3.291 0.02 0.02 -0.01
F -3.454 1.705 -4.382 0.01 -0.01 -0.02
```
Positions in Å, forces in eV/Å.

net charge	0
multiplicity	2
highest occupied orbital energy (alpha / beta)	-8.0 / -8.0	eV
Kohn-Sham gap (alpha / beta)	6.96 / 7.59	eV

---

The evaluated electronic energy for the records listed, in turn: -8428.8038, -164824.4480 eV.
The evaluated relative energy (zero: lowest compared OMol25 entry of this formula, charge and spin) for the records listed, in turn: 56.2, 0.0 kcal/mol.